# 1
Molecular formula: C8H11ClN2O4
Method: DFT, the ωB97M-V functional and the def2-TZVPD basis

Values from the calculation:
SMILES: COC(=O)c1c(Cl)ccn1N.COC=O
Charge: 0
Strongest force on any atom: 0.0832 hartree/bohr
Gap between HOMO and LUMO: 9.192 eV
ΔE to the lowest compared entry with this formula, charge and spin: 0.0 kcal per mole

```
26
C8H11ClN2O4 the ωB97M-V functional and the def2-TZVPD basis
C -0.702 3.536 2.142
O -0.898 2.190 1.919
C 0.096 1.613 1.047
O 0.940 2.374 0.555
C -0.029 0.163 0.959
C -0.887 -0.683 1.686
Cl -2.128 -0.089 2.738
C -0.409 -1.956 1.506
C 0.601 -1.932 0.595
N 0.829 -0.666 0.202
N 1.598 -0.093 -0.794
H -1.562 3.785 2.725
H -0.682 4.087 1.093
H 0.240 3.737 2.728
H -0.716 -2.941 1.750
H 1.093 -2.817 0.191
H 2.601 -0.286 -0.713
H 1.551 0.906 -0.573
C -1.192 -1.483 -2.103
O 0.131 -2.024 -2.449
C 1.042 -1.201 -2.910
O 0.935 -0.069 -3.296
H -1.282 -0.556 -2.679
H -1.174 -1.439 -1.012
H -1.981 -2.197 -2.336
H 1.984 -1.960 -2.973
```

Here are the Löwdin charges for atoms 1 to 8, given in e: -0.11 -0.17 -0.32 0.06 -0.13 -0.59 0.74 -0.11



# 2
Molecular formula: C4H7N3O4
Method: DFT, the ωB97M-V functional and the def2-TZVPD basis

Values from the calculation:
SMILES: O=c1cn[nH]o1.CC(=O)NO
Charge: 0
Strongest force on any atom: 0.0412 hartree/bohr
Gap between HOMO and LUMO: 10.050 eV
ΔE to the lowest compared entry with this formula, charge and spin: 109.1 kcal per mole

```
18
C4H7N3O4 the ωB97M-V functional and the def2-TZVPD basis
O -2.439 1.642 0.166
C -2.235 0.454 0.137
C -2.365 -0.564 1.153
N -2.079 -1.749 0.730
N -1.741 -1.580 -0.633
O -1.849 -0.213 -0.935
H -2.664 -0.301 2.157
H -0.753 -1.787 -0.750
C 0.994 1.615 -0.484
C 1.628 0.481 0.171
O 2.174 0.573 1.249
N 1.610 -0.730 -0.435
O 2.628 -1.611 0.021
H 1.623 1.980 -1.284
H 0.818 2.413 0.251
H 0.081 1.234 -0.961
H 1.674 -0.605 -1.435
H 2.894 -1.251 0.884
```

Here are the Löwdin charges for atoms 1 to 8, given in e: 0.11 -0.53 -0.04 0.12 0.02 0.04 0.13 0.12



# 3
Molecular formula: CH7N3O
Method: DFT, the ωB97M-V functional and the def2-TZVPD basis

Values from the calculation:
Charge: 0
Strongest force on any atom: 0.0551 hartree/bohr
Gap between HOMO and LUMO: 3.854 eV
ΔE to the lowest compared entry with this formula, charge and spin: 201.4 kcal per mole

```
12
CH7N3O the ωB97M-V functional and the def2-TZVPD basis
N 0.800 1.878 -1.001
C 1.370 1.082 -0.102
N 0.834 -0.125 0.282
N 2.402 1.419 0.629
H -0.067 1.471 -1.356
H -2.980 -1.940 0.991
H -1.523 -1.685 -1.489
H -0.017 -0.599 -0.067
H 2.623 2.395 0.431
H 1.417 -0.624 0.935
H -3.626 -1.914 1.366
O -1.232 -1.357 -0.619
```

Here are the Löwdin charges for atoms 1 to 8, given in e: 0.20 -0.60 0.16 0.31 0.06 -0.01 -0.03 -0.01



# 4
Molecular formula: CH2IOP
Method: DFT, the ωB97M-V functional and the def2-TZVPD basis

Values from the calculation:
Charge: 0
Strongest force on any atom: 0.0771 hartree/bohr
Gap between HOMO and LUMO (spin up / spin down): 7.933 / 7.932 eV
ΔE to the lowest compared entry with this formula, charge and spin: 58.7 kcal per mole

```
6
CH2IOP the ωB97M-V functional and the def2-TZVPD basis
C -0.421 0.722 -0.099
O -0.183 1.824 -0.403
P 0.377 -0.392 1.091
I 2.385 -0.634 -0.221
H -1.926 0.040 -1.005
H -0.231 -1.560 0.636
```

Quick look at the Löwdin charges, all values in e: -0.73 -0.04 0.40 0.38 0.12 -0.13



# 5
Molecular formula: C5H12BeClFO13P2S2
Method: DFT, the ωB97M-V functional and the def2-TZVPD basis

Values from the calculation:
Charge: 0
Strongest force on any atom: 0.1098 hartree/bohr
Gap between HOMO and LUMO: 3.747 eV
ΔE to the lowest compared entry with this formula, charge and spin: 57.6 kcal per mole

```
37
C5H12BeClFO13P2S2 the ωB97M-V functional and the def2-TZVPD basis
O -0.941 1.330 2.917
S -1.127 0.717 1.564
O -0.290 1.760 0.507
C -0.921 1.716 -0.801
P 0.188 2.302 -2.183
O -0.556 2.808 -3.417
O 1.065 3.640 -1.604
O 1.279 1.031 -2.539
O -2.780 0.819 1.270
P -3.427 -0.683 0.799
S -2.149 -1.843 -0.119
H -1.153 0.620 -1.020
H -1.927 2.246 -0.779
H 1.222 4.148 -2.432
H 1.896 0.904 -1.762
H -3.921 -1.423 1.931
H -4.545 -0.379 -0.056
Be 3.086 1.911 -3.579
C -5.188 2.137 3.469
O -4.370 2.342 4.372
O -5.243 1.089 2.750
O -6.125 3.024 3.122
O 0.610 -2.270 1.737
H 0.450 -2.593 2.650
H 0.783 -3.011 1.116
H 1.331 -1.599 1.710
C 4.986 -2.717 -1.337
C 3.637 -2.954 -1.940
O 2.768 -2.273 -1.049
C 3.505 -1.255 -0.525
O 3.037 -0.317 0.053
O 4.831 -1.429 -0.744
F 3.320 -4.271 -1.933
H 5.234 -3.446 -0.561
H 5.781 -2.714 -2.082
H 3.516 -2.551 -2.949
Cl -7.864 3.184 3.446
```

Here are the Löwdin charges for atoms 1 to 8, given in e: -0.38 0.86 -0.38 -0.29 0.61 -0.32 -0.21 -0.39



# 6
Molecular formula: C50H47F5N8O6PSZr
Method: DFT, the ωB97M-V functional and the def2-TZVPD basis

Values from the calculation:
Charge: +1
Strongest force on any atom: 0.0292 hartree/bohr
Gap between HOMO and LUMO: 7.400 eV
ΔE to the lowest compared entry with this formula, charge and spin: 13.3 kcal per mole

```
119
C50H47F5N8O6PSZr the ωB97M-V functional and the def2-TZVPD basis
Zr 0.094 -0.762 0.823
N 0.765 1.466 0.225
N 1.332 2.020 1.410
C 0.938 1.435 2.610
O 0.882 2.058 3.628
O 0.649 0.130 2.457
H 1.465 1.565 -0.504
H -0.020 2.095 -0.024
H 1.369 3.031 1.459
C 5.152 -1.462 -0.567
C 3.673 -1.347 -0.193
C 3.563 -0.551 1.097
C 2.849 -0.665 -1.295
C 3.231 -1.086 -2.714
O 1.994 -1.501 -3.313
C 1.030 -1.434 -2.396
N 1.364 -0.959 -1.242
C -0.260 -1.914 -2.964
C -0.130 -2.829 -4.018
C -1.232 -3.268 -4.723
C -2.486 -2.758 -4.419
C -2.622 -1.853 -3.384
C -1.531 -1.451 -2.614
P -1.864 -0.241 -1.272
C -3.382 -0.895 -0.480
C -3.743 -2.239 -0.518
C -4.843 -2.689 0.196
C -5.591 -1.809 0.964
C -5.233 -0.469 1.016
C -4.132 -0.020 0.304
C -2.436 1.149 -2.319
C -3.722 1.668 -2.336
C -4.046 2.689 -3.225
C -3.093 3.196 -4.094
C -1.804 2.673 -4.085
C -1.482 1.660 -3.201
H 5.722 -1.767 0.310
H 5.554 -0.498 -0.896
H 5.348 -2.199 -1.346
H 3.259 -2.349 -0.046
H 4.007 0.440 0.964
H 4.068 -1.048 1.924
H 2.540 -0.395 1.430
H 2.992 0.414 -1.178
H 3.910 -1.932 -2.745
H 3.638 -0.278 -3.316
H 0.850 -3.191 -4.287
H -1.108 -3.981 -5.527
H -3.356 -3.063 -4.986
H -3.601 -1.452 -3.158
H -3.151 -2.951 -1.076
H -5.106 -3.739 0.163
H -6.445 -2.165 1.525
H -5.804 0.227 1.617
H -3.856 1.026 0.373
H -4.492 1.275 -1.686
H -5.055 3.081 -3.235
H -3.353 3.988 -4.784
H -1.054 3.054 -4.768
H -0.474 1.253 -3.207
F -3.562 3.074 5.305
C -3.160 1.992 4.645
C -2.565 2.111 3.405
F -2.388 3.310 2.844
C -2.158 0.965 2.761
F -1.589 1.108 1.516
C -2.288 -0.307 3.268
S -1.749 -1.718 2.389
C -2.897 -0.392 4.513
F -3.077 -1.581 5.086
C -3.327 0.733 5.195
F -3.900 0.612 6.389
C -2.426 5.427 -0.763
C -2.081 4.155 -0.344
N -0.955 3.550 -0.738
C -0.138 4.219 -1.543
C -0.368 5.512 -1.986
C -1.557 6.112 -1.596
C 0.598 6.200 -2.867
C 1.916 6.289 -2.724
C 2.769 5.799 -1.620
C 4.140 5.712 -1.815
C 4.907 5.246 -0.763
N 4.376 4.913 0.412
C 3.057 5.067 0.507
N 2.222 5.476 -0.443
H -3.354 5.874 -0.432
H -2.718 3.599 0.333
H 0.766 3.705 -1.863
H -1.793 7.116 -1.931
H 0.169 6.676 -3.744
H 2.461 6.805 -3.507
H 4.593 5.997 -2.755
H 5.981 5.139 -0.860
H 2.615 4.839 1.472
C -0.703 -5.272 3.631
C 0.755 -4.986 3.974
C 1.710 -4.648 2.786
C 3.136 -5.092 3.143
C 4.186 -4.685 2.112
C 1.242 -5.434 1.576
O 1.456 -6.601 1.401
N 0.440 -4.735 0.661
C 0.340 -3.391 0.647
O -0.426 -2.798 -0.158
N 1.072 -2.597 1.456
C 1.709 -3.130 2.592
O 2.259 -2.414 3.382
H -1.265 -5.424 4.552
H -0.805 -6.179 3.031
H -1.180 -4.442 3.103
H 1.187 -5.858 4.468
H 0.823 -4.153 4.674
H 3.113 -6.177 3.242
H 3.372 -4.667 4.118
H 3.910 -5.020 1.107
H 5.149 -5.138 2.346
H 4.327 -3.602 2.095
H -0.057 -5.272 -0.037
```

Here are the Löwdin charges for atoms 1 to 8, given in e: 1.60 -0.03 0.05 -0.64 0.14 -0.28 0.08 0.04